(1)
DFT (ωB97M-V/def2-TZVPD) results for a 3-piece molecular cluster, C16H45BFN3OP overall.

Results
DFT total energy, eV: -36519.93514
Total charge: -1

Positions of all 68 atoms, in Å:
C: -6.140 -3.474 -2.323
C: -5.457 -2.131 -2.279
F: -5.598 -1.631 -0.947
P: -3.557 -2.200 -2.708
B: -3.208 -0.505 -1.722
O: -2.103 -0.413 -0.846
N: -4.028 0.711 -1.881
C: -4.070 1.608 -0.742
C: -3.857 1.406 -3.139
H: -6.019 -3.910 -3.317
H: -7.211 -3.402 -2.101
H: -5.675 -4.144 -1.593
H: -5.964 -1.409 -2.930
H: -3.366 -3.019 -1.457
H: -3.788 -3.441 -3.497
H: -3.790 -1.394 -4.005
H: -2.092 -2.314 -3.008
H: -1.326 -0.093 -1.317
H: -5.077 2.030 -0.620
H: -3.822 1.070 0.173
H: -3.361 2.449 -0.837
H: -4.740 2.011 -3.395
H: -2.988 2.092 -3.117
H: -3.712 0.678 -3.938
C: 1.821 3.258 -2.595
C: 2.198 2.199 -1.570
N: 2.259 0.862 -2.130
C: 2.314 -0.184 -1.126
C: 3.557 -0.266 -0.230
C: 3.127 0.691 -3.281
C: 4.611 1.047 -3.112
H: 0.882 2.998 -3.086
H: 1.696 4.221 -2.099
H: 2.587 3.381 -3.361
H: 1.431 2.175 -0.790
H: 3.133 2.506 -1.069
H: 2.171 -1.145 -1.628
H: 1.437 -0.056 -0.485
H: 4.415 -0.692 -0.751
H: 3.342 -0.915 0.623
H: 3.843 0.710 0.165
H: 2.721 1.287 -4.101
H: 3.031 -0.349 -3.601
H: 4.737 1.992 -2.581
H: 5.078 1.157 -4.093
H: 5.162 0.281 -2.567
C: 1.705 -0.468 6.797
C: 1.288 0.284 5.542
N: 2.264 0.187 4.471
C: 2.015 1.115 3.379
C: 0.735 0.943 2.555
C: 2.634 -1.165 4.075
C: 1.517 -2.107 3.608
H: 2.688 -0.137 7.136
H: 0.983 -0.283 7.593
H: 1.742 -1.546 6.635
H: 1.193 1.348 5.781
H: 0.282 -0.052 5.246
H: 2.878 1.072 2.707
H: 2.018 2.123 3.807
H: 0.791 0.090 1.880
H: 0.574 1.830 1.940
H: -0.150 0.818 3.180
H: 3.150 -1.630 4.917
H: 3.386 -1.068 3.287
H: 0.645 -2.052 4.261
H: 1.875 -3.139 3.626
H: 1.183 -1.895 2.594


(2)
DFT (ωB97M-V/def2-TZVPD) results for an isolated molecule of C15H23N3O3S.

Results
Relative energy (zero: lowest compared OMol25 entry of this formula, charge and spin), kJ/mol: 255.9
DFT total energy, eV: -37375.49197
SMILES string: COc1cc(NC(=S)N2CCN(CCO)CC2)cc(OC)c1

Positions of all 45 atoms, in Å:
C: 1.423 -1.276 -5.243
H: 1.213 -1.683 -6.231
O: 0.171 -0.947 -4.692
C: 0.131 -0.393 -3.449
C: -1.149 -0.081 -2.984
C: -1.309 0.507 -1.741
C: -0.189 0.774 -0.952
C: 1.073 0.425 -1.399
C: 1.243 -0.148 -2.660
H: 2.241 -0.388 -2.991
N: 2.212 0.654 -0.616
C: 2.238 0.909 0.732
N: 1.447 0.182 1.546
C: 1.319 0.508 2.947
C: -0.144 0.355 3.359
N: -0.554 -1.017 3.129
C: -0.469 -1.332 1.714
H: -1.133 -0.702 1.105
C: 0.978 -1.156 1.253
H: 1.608 -1.864 1.810
H: 1.061 -1.369 0.189
H: -0.758 -2.376 1.571
C: -1.805 -1.391 3.751
H: -1.738 -1.116 4.807
C: -3.092 -0.775 3.168
O: -3.498 -1.353 1.950
H: -3.632 -2.298 2.085
H: -2.944 0.285 2.952
H: -3.893 -0.864 3.916
H: -1.884 -2.484 3.691
H: -0.752 1.077 2.788
H: -0.243 0.580 4.423
H: 1.939 -0.170 3.546
H: 1.662 1.531 3.105
S: 3.292 2.059 1.291
H: 3.003 1.051 -1.106
H: -0.327 1.266 -0.005
O: -2.499 0.868 -1.197
C: -3.678 0.593 -1.914
H: -3.706 1.136 -2.864
H: -4.493 0.932 -1.277
H: -3.789 -0.479 -2.103
H: -1.979 -0.303 -3.632
H: 1.941 -2.032 -4.644
H: 2.062 -0.393 -5.346


Question: What is the DFT total energy in the second record?
Answer: -37375.49197 eV


What did the second record say?
DFT (ωB97M-V/def2-TZVPD) results for an isolated molecule of C15H23N3O3S.

Results
Relative energy (zero: lowest compared OMol25 entry of this formula, charge and spin), kJ/mol: 255.9
DFT total energy, eV: -37375.49197
SMILES string: COc1cc(NC(=S)N2CCN(CCO)CC2)cc(OC)c1

Positions of all 45 atoms, in Å:
C: 1.423 -1.276 -5.243
H: 1.213 -1.683 -6.231
O: 0.171 -0.947 -4.692
C: 0.131 -0.393 -3.449
C: -1.149 -0.081 -2.984
C: -1.309 0.507 -1.741
C: -0.189 0.774 -0.952
C: 1.073 0.425 -1.399
C: 1.243 -0.148 -2.660
H: 2.241 -0.388 -2.991
N: 2.212 0.654 -0.616
C: 2.238 0.909 0.732
N: 1.447 0.182 1.546
C: 1.319 0.508 2.947
C: -0.144 0.355 3.359
N: -0.554 -1.017 3.129
C: -0.469 -1.332 1.714
H: -1.133 -0.702 1.105
C: 0.978 -1.156 1.253
H: 1.608 -1.864 1.810
H: 1.061 -1.369 0.189
H: -0.758 -2.376 1.571
C: -1.805 -1.391 3.751
H: -1.738 -1.116 4.807
C: -3.092 -0.775 3.168
O: -3.498 -1.353 1.950
H: -3.632 -2.298 2.085
H: -2.944 0.285 2.952
H: -3.893 -0.864 3.916
H: -1.884 -2.484 3.691
H: -0.752 1.077 2.788
H: -0.243 0.580 4.423
H: 1.939 -0.170 3.546
H: 1.662 1.531 3.105
S: 3.292 2.059 1.291
H: 3.003 1.051 -1.106
H: -0.327 1.266 -0.005
O: -2.499 0.868 -1.197
C: -3.678 0.593 -1.914
H: -3.706 1.136 -2.864
H: -4.493 0.932 -1.277
H: -3.789 -0.479 -2.103
H: -1.979 -0.303 -3.632
H: 1.941 -2.032 -4.644
H: 2.062 -0.393 -5.346


Copy entry 1 word for word.
DFT (ωB97M-V/def2-TZVPD) results for a 3-piece molecular cluster, C16H45BFN3OP overall.

Results
DFT total energy, eV: -36519.93514
Total charge: -1

Positions of all 68 atoms, in Å:
C: -6.140 -3.474 -2.323
C: -5.457 -2.131 -2.279
F: -5.598 -1.631 -0.947
P: -3.557 -2.200 -2.708
B: -3.208 -0.505 -1.722
O: -2.103 -0.413 -0.846
N: -4.028 0.711 -1.881
C: -4.070 1.608 -0.742
C: -3.857 1.406 -3.139
H: -6.019 -3.910 -3.317
H: -7.211 -3.402 -2.101
H: -5.675 -4.144 -1.593
H: -5.964 -1.409 -2.930
H: -3.366 -3.019 -1.457
H: -3.788 -3.441 -3.497
H: -3.790 -1.394 -4.005
H: -2.092 -2.314 -3.008
H: -1.326 -0.093 -1.317
H: -5.077 2.030 -0.620
H: -3.822 1.070 0.173
H: -3.361 2.449 -0.837
H: -4.740 2.011 -3.395
H: -2.988 2.092 -3.117
H: -3.712 0.678 -3.938
C: 1.821 3.258 -2.595
C: 2.198 2.199 -1.570
N: 2.259 0.862 -2.130
C: 2.314 -0.184 -1.126
C: 3.557 -0.266 -0.230
C: 3.127 0.691 -3.281
C: 4.611 1.047 -3.112
H: 0.882 2.998 -3.086
H: 1.696 4.221 -2.099
H: 2.587 3.381 -3.361
H: 1.431 2.175 -0.790
H: 3.133 2.506 -1.069
H: 2.171 -1.145 -1.628
H: 1.437 -0.056 -0.485
H: 4.415 -0.692 -0.751
H: 3.342 -0.915 0.623
H: 3.843 0.710 0.165
H: 2.721 1.287 -4.101
H: 3.031 -0.349 -3.601
H: 4.737 1.992 -2.581
H: 5.078 1.157 -4.093
H: 5.162 0.281 -2.567
C: 1.705 -0.468 6.797
C: 1.288 0.284 5.542
N: 2.264 0.187 4.471
C: 2.015 1.115 3.379
C: 0.735 0.943 2.555
C: 2.634 -1.165 4.075
C: 1.517 -2.107 3.608
H: 2.688 -0.137 7.136
H: 0.983 -0.283 7.593
H: 1.742 -1.546 6.635
H: 1.193 1.348 5.781
H: 0.282 -0.052 5.246
H: 2.878 1.072 2.707
H: 2.018 2.123 3.807
H: 0.791 0.090 1.880
H: 0.574 1.830 1.940
H: -0.150 0.818 3.180
H: 3.150 -1.630 4.917
H: 3.386 -1.068 3.287
H: 0.645 -2.052 4.261
H: 1.875 -3.139 3.626
H: 1.183 -1.895 2.594


Question: Which value of DFT total energy does entry 1 give?
Answer: -36519.93514 eV